One molecule with the formula C4H5NO at a distorted geometry, computed with ωB97M-V with the def2-TZVPD basis set.

Last columns: bonded neighbours and bond lengths (Å).
Cartesian coordinates (Å):
1 C -1.31928 -0.29699 -0.07074  C2 1.507, H7 1.094, H8 1.092, H9 1.094
2 C 0.11914 0.11195 -0.25330  C1 1.507, C3 1.460, C5 1.469, O6 1.413
3 C 0.33453 1.55294 -0.34271  C2 1.460, N4 1.156
4 N 0.52311 2.68037 -0.17050  C3 1.156
5 C 1.24270 -0.61309 0.35421  C2 1.469, O6 1.421, H10 1.090, H11 1.088
6 O 0.97136 -0.69748 -1.03810  C2 1.413, C5 1.421
7 H -1.91313 -0.04986 -0.95515  C1 1.094
8 H -1.38240 -1.37071 0.11801  C1 1.092
9 H -1.73828 0.24089 0.78495  C1 1.094
10 H 2.13583 -0.05420 0.63389  C5 1.090
11 H 1.02642 -1.50382 0.93945  C5 1.088

Summary:
**2S+1**: 1
**SMILES**: C[C@@]1(C#N)CO1
**ΔE to the lowest compared entry with this formula, charge and spin**: 37.37 kcal/mol